i.
Density functional theory data (the ωB97M-V functional and the def2-TZVPD basis) for a cluster of 2 separate species, C2H2ClFO2 in total.

```
8
Properties=species:S:1:pos:R:3
C 0.06941 0.02071 2.33758
C 0.15423 0.46065 -1.99709
O -0.57787 -0.81282 1.55340
O -0.70396 0.79104 -1.25937
F 0.17354 0.79261 -3.22511
Cl 1.00765 -0.86949 3.43145
H 1.09183 -0.12387 -1.94070
H -1.21483 -0.25882 1.09984
```

The orbital gap is 9.91 eV. Its highest occupied orbital energy is -9.3268 eV. The calculation puts the LUMO energy at 0.58 eV.

=====

ii.
Density functional theory data (the ωB97M-V functional and the def2-TZVPD basis) for a cluster of 2 separate species, C2H2ClFO2 in total.

```
8
Properties=species:S:1:pos:R:3
C -0.25724 -0.66560 0.72059
C 0.73307 -0.18118 -0.33300
O -1.18838 -0.15305 1.23206
O 1.93012 -0.13267 -0.22047
F -1.47445 2.94539 -0.80474
Cl 0.10346 -2.32769 1.12458
H 0.23792 0.16785 -1.38641
H -2.14489 2.76698 -0.28548
```

The orbital gap is 10.03 eV. Its highest occupied orbital energy is -10.7029 eV. The calculation puts the LUMO energy at -0.67 eV.

=====

Relative stability in eV, measured from the most stable structure: i 1.378; ii 0.000

=====

i.
Density functional theory data (the ωB97M-V functional and the def2-TZVPD basis) for the molecule C5H3FOS.

```
11
Properties=species:S:1:pos:R:3
C -0.15767 0.95458 -0.00232
C -1.50383 1.06184 0.02580
C -2.21998 -0.17332 -0.18416
C -1.59119 -1.34404 -0.08862
C 0.55445 -0.30235 0.08077
H -2.05593 2.02307 -0.02017
H -3.32480 0.02744 -0.42150
H -2.14584 -2.20586 0.15438
O -0.25004 -1.41388 0.30804
F 0.58375 2.08596 0.09971
S 2.11140 -0.53047 -0.12895
```

The orbital gap is 8.07 eV. Its highest occupied orbital energy is -8.7485 eV. The calculation puts the LUMO energy at -0.68 eV.

=====

ii.
Density functional theory data (the ωB97M-V functional and the def2-TZVPD basis) for the molecule C5H3FOS.

```
11
Properties=species:S:1:pos:R:3
C -0.83230 0.88015 -0.03140
C 0.51306 1.06899 -0.03000
C 1.39736 -0.02514 -0.03750
C 0.79551 -1.24338 0.06454
C -1.42306 -0.39374 -0.01395
H 0.88330 2.05914 -0.02223
H 2.51141 -0.04891 -0.03300
H 1.34322 -2.17347 -0.00809
O -0.54327 -1.46394 0.05487
F -1.62313 1.94609 0.07363
S -3.02210 -0.60580 -0.01688
```

The orbital gap is 7.92 eV. Its highest occupied orbital energy is -8.4862 eV. The calculation puts the LUMO energy at -0.56 eV.

=====

Relative stability in eV, measured from the most stable structure: i 0.452; ii 0.000